No. 1
{"formula": "C27H41BrClFNO7S", "method": "ωB97M-V/def2-TZVPD", "multiplicity": 1, "orbital_gap_ev": 6.89, "charge": -1, "homo_energy_ev": -4.57, "symbols": ["H", "H", "O", "Br", "H", "H", "C", "O", "C", "C", "H", "H", "H", "H", "H", "C", "H", "C", "H", "H", "C", "O", "H", "H", "H", "O", "H", "C", "H", "H", "C", "C", "C", "H", "H", "H", "C", "H", "O", "H", "O", "S", "C", "C", "C", "H", "H", "H", "C", "C", "F", "C", "C", "H", "C", "C", "C", "H", "C", "N", "H", "O", "C", "H", "H", "H", "C", "Cl", "H", "C", "H", "C", "H", "H", "H", "H", "H", "H", "C", "H"], "positions_angstrom": [[-1.571, 3.621, -0.154], [1.078, -3.267, 1.004], [-1.119, -1.914, 0.705], [-0.081, -1.866, 4.478], [-3.420, 0.930, -1.173], [-0.089, 4.378, -2.585], [-4.032, -0.673, 0.675], [-0.774, -5.156, 3.713], [-0.247, -0.498, -4.781], [2.515, -2.089, 2.022], [-1.930, 1.972, -2.916], [-0.641, 2.370, -1.044], [2.201, -3.370, 3.916], [-1.281, 0.076, 2.853], [-0.098, 1.694, -4.686], [-2.731, -3.016, 2.461], [0.550, -0.659, -5.541], [-0.579, 3.076, -0.182], [0.602, 0.725, 2.328], [3.014, 2.624, -2.930], [-1.697, 0.936, -3.251], [-3.361, -3.628, 1.574], [-1.812, -3.231, -2.384], [-4.847, 0.088, 0.429], [-1.419, 2.250, 1.669], [-2.558, -2.738, -2.781], [0.045, 5.214, -0.242], [-3.550, -0.085, -1.643], [2.289, 4.681, -3.566], [2.617, 0.139, 2.574], [0.571, 1.187, 1.298], [3.727, 3.111, -2.205], [0.502, 4.224, -0.490], [3.194, -1.900, 4.120], [4.773, -0.394, 0.433], [3.945, -3.276, 3.271], [-0.911, -1.675, -4.236], [0.068, 3.211, 1.890], [-3.076, -3.200, 3.699], [-4.235, -1.888, -0.994], [3.231, 4.344, -1.674], [-0.148, -4.542, 2.561], [-1.505, -2.086, 2.074], [2.145, 4.860, -2.461], [2.960, -2.743, 3.405], [-2.736, -0.813, 3.371], [4.130, -0.771, 2.572], [1.951, 5.946, -2.256], [-2.406, -0.236, -2.696], [-2.048, -0.664, 2.487], [1.407, -5.158, 2.543], [3.673, -0.182, 0.563], [0.423, 0.082, 0.189], [1.000, 2.975, -2.247], [-2.892, 0.112, 1.407], [0.843, 4.074, -2.040], [-1.973, -1.540, -3.228], [3.169, -0.878, -0.171], [3.153, -0.657, 2.007], [-3.584, -1.182, -0.654], [3.424, 0.882, 0.334], [-0.700, -4.974, 1.291], [-0.641, 0.809, -4.266], [-0.471, 0.383, -0.440], [-4.526, -0.066, -2.213], [-4.549, -1.457, 1.284], [1.012, -2.301, 1.593], [0.663, -2.256, -1.071], [4.698, 3.294, -2.752], [0.215, -1.400, 0.553], [1.386, 4.034, 0.168], [-0.111, -2.667, 2.700], [1.610, 1.624, 1.179], [3.121, -2.663, 1.256], [-2.279, 0.624, 0.615], [3.881, 2.371, -1.373], [1.269, 0.167, -0.548], [-3.393, 0.961, 1.966], [-0.402, 2.414, 1.235], [-0.630, -2.700, -4.591]], "forces_ev_per_angstrom": [[0.836, -0.773, -0.131], [-0.250, 1.226, 0.716], [0.533, 0.458, -0.291], [0.773, -0.856, -0.191], [-0.160, -1.036, -0.262], [0.942, -0.108, 0.083], [-0.897, 0.958, -0.808], [1.690, 1.251, -0.785], [-1.756, -0.352, 1.962], [1.045, -0.057, 0.088], [-0.014, -1.005, -0.125], [0.165, 0.305, 0.884], [0.783, 0.210, -0.571], [-0.436, -0.940, -0.425], [-0.779, -0.709, 0.649], [-2.927, -3.464, 1.124], [-0.708, 0.446, 0.685], [-0.448, 1.423, 0.513], [-0.320, 0.565, -1.024], [0.597, 0.556, 0.680], [0.766, -1.776, -0.949], [1.132, 1.297, -0.919], [-0.685, 0.106, 0.064], [0.629, -0.530, 0.634], [0.953, -0.318, -0.303], [1.049, 1.119, -0.253], [0.584, -0.684, -0.265], [0.225, -0.198, -0.930], [0.231, 0.421, 0.982], [0.069, -0.790, -0.606], [0.934, 0.037, 0.362], [0.276, -0.543, -0.287], [-0.451, -1.649, -0.696], [-0.426, -0.903, -0.612], [-1.069, 0.498, 0.316], [-1.183, 0.256, 0.059], [-0.642, 2.000, 0.518], [-0.537, -0.796, -0.578], [2.330, 2.202, -1.809], [0.440, 0.018, 0.321], [-0.270, 0.056, -0.983], [-3.059, -3.463, 0.765], [0.415, 0.791, 0.223], [-1.694, -0.748, 0.020], [0.203, 0.868, 0.432], [0.822, 0.017, -0.867], [-1.170, 0.043, -0.334], [0.742, -0.915, -0.107], [1.741, -0.143, -1.690], [-0.270, 1.027, 1.424], [-1.158, 1.399, 0.054], [-0.769, -1.233, 0.071], [-0.803, 1.307, -0.567], [-0.154, 1.097, 0.171], [-0.540, -0.182, -0.009], [0.191, 0.208, 1.012], [0.921, 0.962, -0.668], [0.465, 1.074, 0.399], [1.918, 0.297, -0.276], [-0.254, 0.837, 0.445], [0.329, -0.864, 0.114], [1.666, 1.502, 1.035], [-0.594, -1.587, 0.361], [0.818, -0.747, 0.614], [0.762, 0.258, 0.392], [0.954, 0.441, -0.546], [-0.179, -0.599, 0.662], [0.131, 0.392, -0.158], [-0.875, -0.231, 0.592], [-0.461, -2.433, -0.382], [-0.502, 0.350, -0.740], [0.072, 1.467, -1.216], [-1.056, -0.432, 0.099], [-0.831, 0.680, 0.591], [-0.378, -0.753, 0.785], [-0.013, 0.825, -0.711], [-0.755, -0.261, 1.009], [0.578, -0.872, -0.402], [0.146, 0.607, 0.110], [-0.383, 1.093, 0.455]], "lowdin_charge": [0.113, 0.073, -0.117, 0.883, 0.111, 0.118, -0.202, -0.269, -0.098, -0.295, 0.090, 0.065, 0.027, 0.071, 0.085, -0.673, 0.090, -0.201, 0.097, 0.088, -0.052, -0.022, 0.097, 0.105, 0.085, -0.008, 0.108, -0.181, 0.119, 0.095, -0.181, -0.109, -0.173, 0.070, 0.077, 0.089, -0.042, 0.116, -0.093, 0.110, -0.217, 0.721, -0.352, -0.227, -0.111, 0.119, 0.101, 0.124, -0.102, -0.154, -0.219, -0.099, -0.169, 0.094, -0.159, -0.186, -0.250, 0.055, -0.210, -0.060, 0.040, -0.238, -0.107, 0.102, 0.126, 0.123, -0.244, 0.702, 0.094, -0.562, 0.102, -0.604, 0.093, 0.139, 0.075, 0.079, 0.087, 0.118, -0.200, 0.112]}

---

No. 2
{"formula": "C27H41BrIO7P", "method": "ωB97M-V/def2-TZVPD", "multiplicity": 1, "orbital_gap_ev": 8.27, "charge": 0, "homo_energy_ev": -9.18, "symbols": ["C", "C", "H", "O", "H", "C", "O", "H", "C", "H", "H", "H", "I", "O", "H", "O", "C", "H", "C", "H", "H", "H", "C", "Br", "C", "H", "H", "H", "H", "H", "C", "C", "C", "H", "C", "H", "H", "H", "H", "C", "O", "C", "H", "H", "H", "C", "H", "H", "H", "H", "C", "H", "H", "C", "O", "C", "C", "C", "H", "C", "H", "C", "H", "H", "H", "H", "C", "C", "O", "P", "C", "H", "C", "H", "H", "H", "C", "H"], "positions_angstrom": [[7.611, 1.264, 4.756], [-3.197, -1.261, -2.168], [4.018, 2.707, 5.447], [5.749, -1.007, 5.274], [-0.382, -4.663, -4.177], [-3.878, 0.540, -0.579], [6.232, 1.434, 5.067], [2.282, -3.092, -0.576], [0.152, -3.613, -0.806], [7.749, 1.068, 3.691], [3.279, 1.494, 0.438], [-1.780, 1.855, -4.499], [0.187, -2.216, -5.817], [-2.733, -0.364, -5.651], [-2.760, 3.212, -3.797], [-3.602, -3.670, -2.124], [-2.928, -0.269, -3.226], [-6.352, 1.047, -0.127], [-3.735, 3.095, -1.334], [-5.830, 2.570, 0.804], [3.297, -0.896, 0.205], [0.625, -0.823, 0.656], [2.212, 1.980, -1.457], [-3.191, 2.050, 1.889], [2.507, -0.468, -0.467], [3.051, 2.692, -1.649], [3.006, 2.056, 4.126], [-4.478, -0.082, 1.436], [0.638, -2.550, -2.635], [-1.281, 3.428, -2.328], [1.125, -1.223, -0.261], [-3.123, 1.150, -2.956], [3.312, 1.924, 5.165], [8.022, 0.441, 5.344], [-4.393, 0.878, 0.856], [6.833, -2.023, 3.828], [2.160, 1.305, -2.358], [1.240, 2.533, -1.392], [-4.615, 3.263, -0.653], [2.396, 1.106, -0.141], [-2.619, 3.703, -0.677], [-3.584, 1.561, -1.606], [-0.847, -3.148, -0.598], [-6.892, -0.154, 2.051], [-3.493, 2.040, -4.987], [-2.918, -2.761, -2.518], [2.437, 2.001, 5.808], [8.136, 2.180, 5.020], [-0.580, 3.981, -0.775], [1.505, 1.326, 0.514], [-1.685, -2.978, -3.462], [1.357, -3.054, 1.001], [0.487, -0.972, -1.147], [-0.742, -4.212, -3.220], [3.894, 0.635, 5.353], [0.472, -3.630, -2.351], [-1.361, 3.298, -1.216], [5.966, -2.169, 4.474], [-7.431, 1.591, 2.455], [1.315, -2.789, -0.093], [1.422, -4.170, -2.602], [-5.891, 1.454, 0.808], [2.853, -0.572, -1.535], [-5.827, 0.973, 2.952], [6.162, -3.008, 5.141], [-1.274, -4.934, -2.551], [-1.448, -2.065, -4.442], [-3.681, -0.895, -0.855], [5.075, 0.230, 3.084], [5.224, 0.311, 4.550], [-2.799, 2.145, -4.113], [-3.869, -1.678, -0.079], [-2.403, -0.831, -4.593], [0.193, -4.660, -0.396], [-1.050, 2.260, -0.899], [5.086, -2.396, 3.872], [-6.596, 0.924, 2.127], [-4.012, 3.594, -2.303]], "forces_ev_per_angstrom": [[0.391, -0.052, -0.098], [0.012, 0.846, -0.156], [-0.003, -0.046, -0.043], [-0.263, 0.373, -0.153], [-0.511, 0.354, 0.837], [1.045, -0.574, -0.901], [-0.480, -0.109, 0.080], [-0.750, 0.188, 0.524], [1.499, -0.083, -0.144], [-0.023, 0.007, 0.023], [-0.690, -0.671, -0.607], [-0.956, 0.463, 0.292], [-0.929, 0.158, 0.592], [0.418, -0.172, 0.287], [-0.094, -0.987, -0.241], [0.494, 0.264, 0.080], [-0.347, -0.315, 1.893], [0.187, 0.546, 0.817], [-0.994, -0.663, 0.319], [-0.348, -0.997, -0.096], [-0.741, 0.192, -0.575], [0.318, -0.242, -0.765], [-0.236, -0.524, -0.004], [-0.401, -0.532, -0.155], [-0.227, 0.877, 0.648], [-0.722, -0.490, 0.309], [0.037, -0.010, 0.021], [0.467, 0.963, -0.618], [-0.048, -1.130, 0.027], [-0.216, -0.290, 0.930], [0.895, -0.029, 0.014], [-0.519, -1.110, 0.836], [-0.235, 0.454, -0.095], [-0.006, 0.003, -0.045], [-1.225, -0.570, -1.175], [-0.103, -0.019, -0.052], [-0.038, 0.665, 0.803], [0.979, -0.273, -0.252], [0.983, -0.170, -0.641], [-0.140, 0.154, -0.451], [0.067, -0.558, -1.126], [0.204, -1.584, -0.627], [0.776, -0.442, -0.166], [0.003, 1.042, -0.099], [0.469, -0.002, 0.943], [0.529, 1.326, -0.601], [0.068, -0.190, -0.015], [-0.158, 0.002, 0.006], [-0.929, -0.562, -0.341], [0.834, -0.527, -0.531], [0.443, -0.373, -0.562], [0.068, 0.307, -1.086], [0.281, -0.325, 0.745], [-0.177, 1.375, 1.109], [0.595, -0.171, 0.047], [-0.583, 0.415, -0.059], [1.316, 0.470, 0.384], [0.060, -0.433, -0.208], [0.444, -0.824, -0.432], [-0.737, 0.231, -0.364], [-0.824, 0.297, 0.501], [0.928, -0.651, 1.018], [-0.287, -0.077, 1.083], [-0.786, 0.024, -0.744], [-0.030, 0.176, 0.115], [0.324, 0.312, -0.948], [-0.933, 0.236, 0.736], [0.456, 1.911, -1.816], [0.219, -0.092, 0.707], [-0.187, 0.057, -0.289], [0.438, -0.396, 0.106], [0.162, 0.846, -0.828], [0.103, -0.322, 1.235], [-0.375, 0.899, -0.427], [-0.599, 0.820, -0.467], [0.092, 0.046, -0.045], [0.724, 0.589, 0.118], [0.518, -0.303, 0.861]], "lowdin_charge": [-0.097, -0.052, 0.086, -0.212, 0.080, -0.159, -0.220, 0.106, -0.195, 0.091, 0.096, 0.099, 0.907, 0.080, 0.062, 0.121, -0.017, 0.118, -0.181, 0.087, 0.103, 0.107, -0.110, 0.737, -0.200, 0.068, 0.088, 0.083, 0.081, 0.086, -0.208, -0.103, -0.095, 0.088, -0.644, 0.089, 0.067, 0.034, 0.107, -0.230, -0.240, -0.068, 0.108, 0.080, 0.095, -0.285, 0.090, 0.090, 0.099, 0.092, -0.186, 0.111, 0.100, -0.152, -0.203, -0.212, -0.129, -0.097, 0.073, -0.202, 0.117, -0.257, 0.104, 0.063, 0.089, 0.113, -0.531, 0.051, -0.236, 0.366, -0.047, 0.128, -0.364, 0.113, 0.091, 0.088, -0.120, 0.122]}

---

No. 3
{"formula": "C27H41Cl3N3O3SiTm", "method": "ωB97M-V/def2-TZVPD", "multiplicity": 3, "orbital_gap_ev": [7.67, 7.67], "charge": 0, "homo_energy_ev": [-7.93, -7.93], "symbols": ["H", "C", "H", "H", "H", "O", "H", "C", "H", "H", "C", "H", "H", "H", "H", "H", "H", "H", "Cl", "C", "C", "H", "H", "H", "H", "H", "Cl", "H", "C", "C", "C", "H", "C", "H", "N", "Tm", "H", "N", "C", "H", "C", "C", "C", "H", "H", "H", "H", "C", "Si", "C", "H", "H", "H", "H", "H", "C", "H", "C", "H", "C", "Cl", "C", "O", "N", "C", "C", "C", "H", "H", "C", "C", "C", "H", "H", "H", "H", "C", "O", "C"], "positions_angstrom": [[1.285, -1.751, -2.115], [-1.144, -2.690, -2.673], [-1.437, -2.316, -1.676], [7.172, 5.251, 1.448], [0.764, 1.776, -3.191], [0.583, 0.930, 2.454], [7.378, 2.766, 1.308], [-5.392, -5.031, 5.013], [-2.599, -4.975, 3.278], [0.669, 2.403, 4.227], [-5.563, -2.220, 3.723], [-2.398, -0.936, -5.865], [-2.802, -0.180, -2.147], [3.016, -1.838, -3.602], [-2.399, -2.492, -5.008], [1.744, -0.605, 6.250], [-4.131, 0.896, -1.658], [1.686, 1.984, 5.640], [2.133, -1.569, 0.508], [-0.357, -1.659, -3.434], [2.895, -0.785, -3.871], [-5.280, -1.627, 2.842], [-0.042, -0.619, 6.348], [4.394, 1.770, -5.538], [-5.024, -6.058, 4.884], [5.415, 1.409, 0.580], [-1.694, -1.444, 1.116], [5.032, 6.384, 0.830], [4.025, 4.530, 0.369], [3.660, 1.245, -4.927], [-2.367, 2.278, -3.220], [-0.540, -3.597, -2.509], [2.973, 2.349, 0.058], [-0.928, 3.328, -1.388], [2.019, 1.691, -0.105], [0.235, 0.083, 0.391], [4.699, -0.662, -5.038], [0.755, 0.376, 4.660], [-2.954, -3.944, 3.425], [-5.220, -1.690, 4.621], [4.127, 3.130, 0.336], [1.608, 1.249, -3.638], [-1.761, -1.763, -5.521], [0.734, -1.000, 3.124], [2.442, 3.001, -4.582], [-0.095, 1.938, 5.781], [-1.368, -2.251, -6.424], [0.720, -0.952, -2.625], [-4.809, -3.927, 3.610], [0.753, 1.766, 5.107], [-5.029, -4.661, 5.982], [-2.459, -3.530, 4.313], [-2.645, -3.339, 2.558], [3.085, 5.012, 0.087], [-1.974, 1.505, -3.901], [0.692, 0.072, 3.377], [-3.418, 2.480, -3.466], [5.120, 5.294, 0.778], [0.796, -1.635, 5.150], [-0.654, -1.241, -4.669], [-5.524, -4.728, 1.824], [6.319, 4.655, 1.123], [0.087, -0.185, -1.690], [-2.275, 1.829, -1.841], [-1.387, 2.391, -1.022], [-3.072, 0.659, -1.489], [0.817, -0.673, 5.668], [-0.067, -0.432, -5.109], [-6.489, -5.069, 5.057], [1.753, -0.123, -3.415], [3.835, -0.116, -4.653], [2.562, 1.932, -4.402], [-2.911, 0.362, -0.449], [-2.050, -2.985, -3.218], [-6.660, -2.284, 3.760], [-1.774, 3.195, -3.322], [5.342, 2.497, 0.645], [-1.069, 1.903, 0.101], [6.438, 3.261, 1.049]], "forces_ev_per_angstrom": [[0.213, 0.020, -0.123], [-0.006, -0.210, 0.112], [0.166, -0.077, -0.370], [-0.238, -0.159, -0.085], [0.149, -0.196, -0.166], [0.331, -0.722, 1.682], [-0.382, 0.235, -0.126], [-0.065, -0.052, 0.007], [-0.094, 0.260, 0.045], [-0.007, -0.026, 0.155], [0.021, 0.069, 0.017], [0.047, -0.170, 0.009], [0.082, 0.220, 0.233], [0.031, 0.296, -0.211], [0.175, 0.242, -0.189], [-0.178, 0.056, -0.111], [0.201, 0.031, 0.094], [-0.183, -0.044, -0.096], [0.284, -0.124, 0.363], [-0.050, 0.657, -0.618], [-0.104, 0.220, -0.278], [-0.047, -0.129, 0.213], [0.163, 0.073, -0.172], [-0.160, -0.079, 0.133], [-0.070, 0.244, 0.004], [-0.075, 0.354, 0.058], [0.037, 0.154, 0.199], [0.082, -0.465, -0.040], [0.072, 0.091, 0.136], [0.005, -0.088, 0.045], [-0.082, 0.112, -0.056], [-0.143, 0.242, -0.015], [-2.595, -1.865, -0.546], [-0.118, -0.388, 0.096], [2.481, 1.869, 0.471], [-0.386, -0.684, -1.380], [-0.184, 0.258, 0.095], [0.030, 0.112, 0.321], [0.058, 0.095, 0.011], [-0.057, -0.076, -0.152], [0.833, 0.599, 0.157], [0.268, -0.167, -0.155], [-0.322, -0.099, -0.377], [-0.014, 0.195, 0.200], [0.078, -0.240, -0.004], [0.164, -0.021, -0.149], [-0.080, 0.097, 0.124], [0.502, -0.231, -0.252], [0.093, -0.031, -0.011], [-0.020, -0.132, 0.006], [-0.050, -0.040, -0.201], [-0.068, -0.087, -0.109], [-0.110, -0.236, 0.288], [0.318, -0.189, 0.161], [-0.086, 0.233, 0.305], [-0.206, 0.675, -1.137], [0.266, 0.008, -0.029], [-0.002, -0.312, -0.091], [0.005, 0.084, 0.196], [-0.007, -0.149, 0.317], [-0.138, -0.110, -0.019], [-0.102, -0.081, -0.046], [-0.519, 0.892, 1.156], [0.466, 0.515, 0.249], [-0.166, -1.277, 0.656], [0.015, -0.290, -0.098], [0.063, -0.167, -0.126], [0.025, -0.239, 0.086], [0.250, 0.018, -0.029], [-0.243, -0.520, 0.252], [-0.169, 0.065, 0.162], [-0.066, -0.285, 0.148], [0.006, 0.139, -0.297], [0.260, 0.013, 0.299], [0.274, -0.001, -0.014], [-0.200, -0.213, -0.163], [0.062, -0.019, 0.114], [-0.486, 1.091, -1.201], [-0.298, 0.155, -0.135]], "mulliken_spin": [0.000, 0.000, 0.000, 0.000, 0.000, -0.004, 0.000, 0.000, 0.000, 0.000, 0.000, 0.000, 0.000, 0.000, 0.000, 0.000, 0.000, 0.000, -0.002, 0.001, 0.000, 0.000, 0.000, 0.000, 0.000, 0.000, -0.002, 0.000, 0.000, 0.000, 0.000, 0.000, 0.001, 0.000, -0.006, 2.032, 0.000, 0.000, 0.000, 0.000, 0.000, 0.000, 0.000, 0.000, 0.000, 0.000, 0.000, -0.001, 0.000, 0.000, 0.000, 0.000, 0.000, 0.000, 0.000, -0.001, 0.000, 0.000, 0.000, 0.000, 0.000, 0.000, -0.016, 0.000, 0.000, 0.000, 0.000, 0.000, 0.000, 0.000, 0.000, 0.000, 0.000, 0.000, 0.000, 0.000, 0.000, 0.000, 0.000]}

---

| no. | largest force on an atom (eV Å⁻¹) |
| --- | --- |
| 1 | 4.683 |
| 2 | 2.675 |
| 3 | 3.243 |